1.
This record from the Open Molecules 2025 dataset describes an isolated ion of composition C5H9N2 and charge +1 at a distorted geometry. The level of theory is wB97M-V/def2-TZVPD.

Bonds (Å) are listed after each position.
CARTESIAN COORDINATES (ANGSTROEM)
1 C 0.128 0.356 -1.256  N2 1.591, H8 1.093, H9 1.072, H10 1.096
2 N -0.019 0.364 0.329  C1 1.591, C3 1.463, C4 1.415, H11 0.968
3 C -1.457 0.387 0.594  N2 1.463, H12 1.148, H13 1.103, H14 1.109
4 C 0.715 -0.811 0.619  N2 1.415, C5 1.282, H15 1.042
5 C 1.980 -0.742 0.817  C4 1.282, C6 1.417, N7 1.388
6 C 3.336 -1.055 1.083  C5 1.417, N7 1.239, H16 1.072
7 N 3.005 0.137 1.137  C5 1.388, C6 1.239
8 H 1.197 0.169 -1.386  C1 1.093
9 H -0.522 -0.464 -1.487  C1 1.072
10 H -0.332 1.219 -1.751  C1 1.096
11 H 0.369 1.173 0.692  N2 0.968
12 H -1.996 -0.581 0.294  C3 1.148
13 H -1.769 0.600 1.630  C3 1.103
14 H -1.883 1.204 -0.025  C3 1.109
15 H 0.234 -1.688 0.327  C4 1.042
16 H 4.044 -1.859 1.037  C6 1.072

Charge ... +1
Energy above the lowest of the compared OMol25 structures with the same formula, charge and spin ... 124.7 kcal/mol
SMILES string ... C[NH+](C)/C=C1C=N/1
LUMO ... -3.226 eV

***

2.
This record from the Open Molecules 2025 dataset describes one molecule with the formula C5H9N3O at a distorted geometry. The level of theory is wB97M-V/def2-TZVPD.

Bonds (Å) are listed after each position.
CARTESIAN COORDINATES (ANGSTROEM)
1 C -0.752 0.850 2.093  C2 1.508, H10 1.093, H11 1.089, H12 1.092
2 C -0.873 0.834 0.590  C1 1.508, O3 1.226, N4 1.416
3 O -1.306 1.807 -0.018  C2 1.226
4 N -0.329 -0.289 -0.079  C2 1.416, C5 1.459, C6 1.383
5 C -0.935 -1.601 0.115  N4 1.459, H13 1.094, H14 1.090, H15 1.095
6 C 0.677 -0.137 -1.016  N4 1.383, N7 1.365, C8 1.356
7 N 1.132 -1.140 -1.821  C6 1.365, H16 1.011, H17 1.024
8 C 1.371 1.029 -1.032  C6 1.356, N9 1.195
9 N 1.907 1.923 -1.615  C8 1.195, H18 1.030
10 H -1.170 1.787 2.472  C1 1.093
11 H -1.281 0.016 2.553  C1 1.089
12 H 0.300 0.843 2.386  C1 1.092
13 H -0.211 -2.273 0.585  C5 1.094
14 H -1.824 -1.516 0.742  C5 1.090
15 H -1.225 -2.016 -0.856  C5 1.095
16 H 1.111 -2.067 -1.415  N7 1.011
17 H 1.981 -0.852 -2.314  N7 1.024
18 H 1.427 2.801 -1.370  N9 1.030

Energy above the lowest of the compared OMol25 structures with the same formula, charge and spin ... 111.6 kcal/mol
SMILES string ... CC(=O)N(C)C(N)=C=N
LUMO (spin up / spin down) ... 0.595 / 0.665 eV

***

> Number 1 is which compound?

C5H9N2